79
Properties=species:S:1:pos:R:3:forces:R:3 method="wB97M-V/def2-TZVPD" homo_ha="-0.059 / -0.060" charge=-2 lumo_energy_ev="4.14 / 3.98" total_energy_ha=-9621.78309 gap_ev="5.8 / 5.6" spin_multiplicity=2 de_lowest_kcal_mol=59.4
Ti 0.552249 -0.665646 0.298822 -0.18 0.81 3.55
O 2.937446 0.593090 -2.629841 -0.05 -0.15 -0.03
C 1.952664 0.035932 -1.946379 0.14 0.06 -0.45
O 2.024931 -0.087516 -0.671433 1.34 0.00 -1.19
C 0.763035 -0.427008 -2.539789 -0.11 -0.03 -0.03
C 0.316088 -0.515752 -3.877761 0.08 0.04 0.01
C -0.884436 -1.126582 -4.123990 0.05 0.01 -0.03
C -1.685998 -1.637106 -3.069460 0.02 0.03 0.25
C -1.242349 -1.431796 -1.790082 -0.22 -0.13 -0.08
N -0.066316 -0.862020 -1.546526 -0.01 -0.30 -1.13
C -1.934002 -1.726796 -0.464787 -0.59 -0.25 -0.83
O -3.010051 -2.272925 -0.392976 0.16 0.08 0.05
O -1.193934 -1.314145 0.525367 -0.86 -0.29 0.01
H 3.502011 1.043557 -1.972762 -0.02 0.08 0.09
H 0.924872 -0.103479 -4.670332 0.00 -0.05 -0.03
H -1.244443 -1.214533 -5.141725 0.05 0.01 -0.02
H -2.626200 -2.135643 -3.249396 -0.05 0.06 0.04
S 2.948188 2.879657 -0.361964 0.15 0.08 -0.30
P 1.860343 2.135272 1.117601 -0.31 -0.10 0.99
C 0.328509 1.252110 0.941507 0.40 0.64 -1.00
P -0.984629 2.223031 0.261243 -0.54 -0.20 0.55
S -2.097375 1.533398 -1.216985 -0.07 0.01 -0.22
C -0.480187 3.918323 -0.246550 0.17 -0.17 0.00
C -0.592746 5.068930 0.525179 0.04 -0.07 -0.01
C -0.116108 6.279750 0.042826 -0.02 0.13 0.03
C 0.482310 6.352950 -1.204813 -0.04 0.04 -0.03
C 0.562839 5.216029 -1.995764 -0.02 -0.06 -0.03
C 0.083822 4.009109 -1.518753 -0.06 0.07 0.00
C -2.181804 2.470134 1.636331 0.11 -0.09 -0.05
C -2.231869 1.493701 2.629029 -0.05 0.13 -0.01
C -3.127405 1.615772 3.680470 0.01 -0.02 0.02
C -3.983946 2.706311 3.741703 -0.06 0.02 0.09
C -3.982237 3.646504 2.720883 0.01 0.02 0.01
C -3.095739 3.518131 1.661490 -0.03 -0.03 0.01
C 2.942464 1.167715 2.242571 0.07 0.19 -0.08
C 2.459995 0.753320 3.481220 0.01 -0.02 0.00
C 3.298969 0.134447 4.390621 -0.05 0.03 -0.01
C 4.635751 -0.063551 4.074727 0.04 -0.01 0.05
C 5.127679 0.367232 2.854670 0.04 -0.04 0.00
C 4.283872 0.981287 1.940238 0.00 -0.07 -0.02
C 1.505330 3.539940 2.277119 -0.07 -0.02 -0.25
C 2.186075 4.746288 2.163063 0.06 -0.01 0.11
C 1.882343 5.806056 3.005008 0.05 0.02 0.04
C 0.881383 5.678377 3.957172 -0.05 0.05 0.03
C 0.199021 4.476193 4.078874 -0.01 -0.01 0.05
C 0.520907 3.410248 3.252421 0.06 0.03 0.07
H -1.029053 5.024195 1.513885 0.09 0.00 0.04
H -0.194296 7.168635 0.658162 0.01 -0.02 0.03
H 0.891592 7.293563 -1.555653 -0.05 0.01 -0.03
H 1.018109 5.258190 -2.977421 0.04 0.02 0.01
H 0.145608 3.114425 -2.124999 0.02 0.02 -0.02
H -1.559287 0.645338 2.564032 0.04 0.03 0.07
H -3.144811 0.862007 4.458365 -0.03 -0.01 -0.01
H -4.659478 2.823465 4.581494 -0.02 -0.04 -0.01
H -4.671194 4.482748 2.757245 0.00 0.00 -0.03
H -3.115080 4.229959 0.845636 -0.01 0.01 0.02
H 1.415066 0.888300 3.723499 -0.01 -0.06 -0.02
H 2.897749 -0.220913 5.331919 0.02 0.01 0.01
H 5.290073 -0.569187 4.775208 0.00 0.01 0.01
H 6.169313 0.213416 2.603901 -0.01 -0.05 -0.04
H 4.668394 1.319117 0.987286 -0.06 -0.02 -0.02
H 2.945636 4.846444 1.398639 -0.03 0.00 -0.04
H 2.421462 6.741693 2.908490 -0.01 0.00 -0.02
H 0.630110 6.511910 4.603563 0.00 0.01 -0.02
H -0.597396 4.367542 4.806039 0.02 -0.01 0.02
H -0.007273 2.475524 3.360962 -0.07 0.00 -0.09
F 1.581484 -7.520151 0.013680 -0.04 0.01 0.01
C 2.239783 -6.342357 -0.008449 -0.05 0.01 -0.04
C 1.600251 -5.173232 -0.371627 -0.05 -0.02 0.00
F 0.301394 -5.207312 -0.709083 -0.03 -0.05 0.06
C 2.293786 -3.980245 -0.405379 0.01 0.01 0.18
F 1.512797 -2.904773 -0.753119 0.83 -0.42 -0.03
C 3.671460 -3.880518 -0.118639 -0.75 -0.40 -0.20
Se 4.664885 -2.335891 -0.303757 0.35 0.68 -0.08
C 4.268252 -5.095701 0.263367 -0.28 0.31 -0.12
F 5.573783 -5.127427 0.566491 0.07 -0.11 0.04
C 3.580836 -6.285915 0.318921 0.07 -0.18 0.03
F 4.214098 -7.427295 0.665406 0.00 0.00 0.02
Br 1.145924 -1.946650 2.305650 0.29 -0.26 0.03

***

11
Properties=species:S:1:pos:R:3:forces:R:3 method="wB97M-V/def2-TZVPD" homo_ha="-0.340 / -0.339" lumo_energy_ev="1.01 / -2.21" total_energy_ha=-528.47935 gap_ev="10.3 / 7.0" spin_multiplicity=2
C 0.419170 2.501480 -0.872559 0.19 1.52 -0.27
F 0.128527 3.186048 0.218067 -0.05 -0.52 0.08
F -0.410247 2.836203 -1.843053 -0.05 -0.50 0.10
F 1.661393 2.761296 -1.241299 -0.09 -0.52 0.11
O 0.186864 -0.558288 -0.386599 1.31 3.01 -2.72
H 0.240641 0.555060 -0.502839 -0.60 -4.00 1.28
C -0.442172 -2.328726 0.918529 0.32 0.13 -0.54
O -0.390316 -0.915619 0.820601 -1.04 0.64 2.10
H 0.573341 -2.753121 0.924272 -0.26 0.04 -0.03
H -0.939578 -2.532089 1.874283 0.14 0.18 -0.27
H -1.027624 -2.752244 0.090598 0.13 0.03 0.16

***

20
Properties=species:S:1:pos:R:3:forces:R:3 method="wB97M-V/def2-TZVPD" homo_ha=-0.908 charge=+5 lumo_energy_ev=-19.31 total_energy_ha=-1627.24613 gap_ev=5.4 de_lowest_kcal_mol=92.3
Na -1.611927 3.249809 -1.317212 0.39 0.69 -0.51
Na -0.177901 3.857755 1.854487 0.87 0.49 0.76
Na 2.819883 1.883095 1.014414 1.03 -0.72 -0.16
Na -4.056440 0.727897 -1.261903 -1.29 -0.09 -0.41
Na -2.366384 -1.542103 0.542264 0.94 -1.94 0.27
Na -2.614457 1.499342 1.848347 0.09 -0.09 0.97
Na -1.292630 0.035319 -2.725744 1.25 -0.88 -0.65
C -0.188889 0.744613 -0.054266 1.78 -1.38 1.93
O 0.342776 -0.249688 -0.564225 -0.23 0.81 -0.82
O 0.357280 1.525115 0.822966 -1.33 0.95 -1.11
O -1.517223 0.859384 -0.271724 -3.27 1.48 -0.65
O 3.304182 0.392740 -1.025265 -0.66 0.90 0.76
H 2.393626 0.091998 -0.906512 0.15 -0.45 -0.40
H 3.310800 0.894387 -1.851527 0.38 -0.24 -0.15
O 0.896279 -1.534087 2.063004 0.03 0.25 0.06
H 1.151150 -1.294913 1.165818 0.01 -0.25 -0.03
H 0.019571 -1.173002 2.217029 0.07 -0.03 0.21
O -0.505435 -3.324503 -0.228480 -0.94 1.02 0.10
H -0.011253 -4.085388 -0.571467 -0.11 -0.10 0.08
H -0.253007 -2.557770 -0.750003 0.84 -0.43 -0.23

***

20
Properties=species:S:1:pos:R:3:forces:R:3 method="wB97M-V/def2-TZVPD" homo_ha=-0.327 lumo_energy_ev=0.95 total_energy_ha=-424.02698 gap_ev=9.9 de_lowest_kcal_mol=55.8
C 2.602549 1.890424 -1.100391 1.17 -0.56 1.87
O 2.858554 0.444151 -1.121368 -0.41 2.57 -0.73
C 2.298392 -0.223955 -0.087714 -3.58 -0.95 -0.41
C 1.143860 -1.197460 -0.365820 0.41 1.68 1.08
C 0.242562 -2.165925 -0.705606 -0.34 -1.75 -1.18
C -1.061586 -1.832793 -0.316138 -0.79 -1.04 1.33
C -1.412863 -0.727169 0.451983 0.22 2.77 -1.03
C -2.865344 -0.516939 0.826211 2.09 2.19 2.62
C -0.461390 0.309192 0.764771 -0.13 0.09 -0.27
C 0.781269 -0.056581 0.323834 2.68 -1.06 -1.04
H 3.265304 2.477783 -0.383843 -0.54 -1.12 -0.42
H 1.577998 2.185159 -0.839577 0.06 -0.54 -0.44
H 2.933623 2.174897 -2.047619 -0.04 0.77 -1.64
H 3.031135 -0.501955 0.587660 1.07 -0.57 1.87
H 0.413274 -3.164485 -1.263304 -0.02 1.92 0.96
H -1.894465 -2.560461 -0.341310 0.66 0.19 -0.68
H -3.610948 -0.605648 0.084515 -0.59 0.01 -0.86
H -2.907850 -1.283370 1.551404 -1.28 -1.02 1.01
H -2.916641 0.473181 1.470512 -0.30 -1.83 -1.62
H -0.624881 1.341580 1.213988 -0.34 -1.75 -0.40

***

70
Properties=species:S:1:pos:R:3:forces:R:3 method="wB97M-V/def2-TZVPD" homo_ha=-0.264 lumo_energy_ev=-2.26 total_energy_ha=-5026.30593 gap_ev=4.9
C 4.610926 4.269886 1.182628 -0.25 -0.45 -0.10
C 4.499035 3.506303 -0.159338 0.71 0.38 0.53
N 4.298669 2.051032 -0.005855 -0.68 0.83 0.19
C 2.934317 1.564386 -0.202657 0.64 -0.81 -0.19
C 2.667634 1.374526 -1.709350 -0.84 0.31 0.00
F 3.663506 0.640627 -2.252407 0.18 -0.41 0.04
F 2.749379 2.590653 -2.332251 0.06 0.19 0.07
C 1.294638 0.741571 -2.013993 -0.02 0.44 -0.14
C 0.235983 1.737070 -2.515536 -0.18 -0.80 0.23
Si -1.501404 0.977091 -2.536979 -0.58 0.26 -0.98
C -1.508237 -0.806894 -3.161818 0.24 0.41 0.18
C -2.504973 1.988832 -3.784585 0.24 -0.12 1.02
C -2.392061 1.167364 -0.888013 0.75 -0.44 -0.94
C -1.985073 1.993074 0.125456 1.38 0.86 -0.12
C -2.647000 2.076834 1.318639 0.49 0.49 0.42
C -3.770963 1.327857 1.492675 -0.53 0.25 1.46
C -4.223260 0.520080 0.490913 -1.24 -0.72 0.31
C -3.536157 0.427904 -0.678691 -0.11 -0.49 -1.06
C 1.827784 2.357809 0.466613 -0.33 0.14 -0.11
N 1.897294 2.153229 1.937206 0.36 -0.47 -0.42
C 1.413452 0.836052 2.112583 -0.52 0.70 0.43
N 0.645525 0.616621 3.179133 -0.08 -0.23 0.14
N 1.650417 -0.114750 1.222182 1.72 -0.22 1.10
C 1.713618 -1.474326 1.861059 -0.86 -0.56 -0.57
C 0.368589 -2.214092 1.775989 0.41 -0.31 -0.09
C 0.482707 -3.387414 0.807522 0.12 0.33 -0.18
Br -1.253045 -3.989814 0.243643 0.06 -0.18 0.07
C 2.903369 0.153868 0.432976 -0.52 0.00 -0.23
H 4.795778 3.596808 2.026476 0.11 -0.06 -0.05
H 3.689757 4.803500 1.407926 0.01 0.18 0.09
H 5.447397 4.958828 1.158075 -0.05 0.26 0.03
H 3.719626 3.986048 -0.739396 -0.05 -0.30 -0.29
H 5.439134 3.659678 -0.684443 -0.05 -0.10 -0.26
H 4.624675 1.825245 0.925843 0.06 -0.30 -0.10
H 1.470201 -0.024082 -2.765125 -0.04 -0.11 -0.03
H 0.877262 0.252600 -1.132248 0.32 -0.23 0.09
H 0.460802 2.029305 -3.537205 0.08 0.30 -0.04
H 0.193241 2.621372 -1.881786 0.11 0.24 -0.12
H -0.494320 -1.171177 -3.329373 0.01 -0.18 0.13
H -1.995190 -0.818328 -4.134792 -0.14 -0.04 -0.04
H -2.035358 -1.487636 -2.496973 0.06 -0.14 0.02
H -3.541976 1.665066 -3.706480 -0.10 -0.08 -0.29
H -2.487261 3.021289 -3.431674 0.03 0.18 -0.29
H -2.127273 1.902459 -4.799010 -0.08 0.07 -0.11
H -1.108923 2.623658 -0.001788 0.00 0.01 -0.10
H -2.263120 2.730475 2.086706 -0.10 0.10 0.19
H -4.290518 1.392289 2.439466 -0.18 -0.10 -0.02
H -5.130634 -0.047808 0.641745 -0.02 -0.10 -0.04
H -3.895158 -0.213839 -1.473437 -0.11 -0.16 0.06
H 1.798510 3.407474 0.192092 0.33 0.16 0.28
H 0.856384 1.962066 0.185567 -0.06 0.10 -0.25
H 2.887522 2.209947 2.188876 -0.12 0.16 0.30
H -0.191102 0.051753 3.138341 0.41 -0.57 0.06
H 0.921174 0.988546 4.075018 -0.46 0.73 -0.21
H 2.070282 -1.383146 2.884064 -0.03 0.23 0.05
H 2.459431 -2.050500 1.321163 0.11 0.11 -0.17
H 0.104051 -2.614245 2.751345 -0.27 0.15 0.12
H -0.411317 -1.546034 1.412941 -0.10 0.08 0.13
H 1.044459 -3.083588 -0.074621 -0.16 0.03 -0.19
H 1.044579 -4.198225 1.262006 -0.21 -0.23 0.06
H 3.728883 0.023383 1.132132 0.12 0.10 0.00
H 3.011157 -0.626695 -0.312458 -0.15 -0.03 -0.07
C -4.574379 -6.178933 0.205941 -0.13 0.06 -0.07
F -5.640975 -6.568888 -0.508479 0.04 -0.05 0.03
F -3.534279 -6.104068 -0.649910 0.08 0.04 -0.08
F -4.824092 -4.915160 0.612626 0.05 0.05 0.04
S -4.207755 -7.302593 1.621827 0.04 -0.13 0.18
O -3.963625 -8.564586 0.965242 0.04 -0.01 -0.10
O -5.418228 -7.226221 2.404662 -0.07 0.09 0.02
O -3.043490 -6.671415 2.211370 0.06 0.11 -0.04